## a
DFT (ωB97M-V with the def2-TZVPD basis set) results for one molecule with the formula C24H31N5OS.

ORCA input file:
```
! RIJCOSX wB97M-V def2-TZVPD def2/J DEFGRID3
* xyz 0 1
C -0.958 -5.146 1.124
C -0.405 -3.930 0.446
C 0.984 -3.773 0.336
C 1.559 -2.683 -0.280
C 3.046 -2.512 -0.360
C 0.707 -1.704 -0.819
N 1.207 -0.610 -1.473
C 0.474 0.443 -1.940
O 1.038 1.384 -2.497
C -0.962 0.371 -1.706
C -1.788 1.586 -2.060
N -2.178 2.347 -0.877
C -3.592 2.369 -0.549
C -4.084 1.042 -0.040
C -3.639 0.537 1.179
C -4.073 -0.711 1.589
C -4.937 -1.413 0.761
N -5.375 -0.942 -0.394
C -4.961 0.254 -0.777
C -1.269 2.913 -0.037
S -1.706 3.464 1.471
N -0.006 3.063 -0.474
C 1.112 3.245 0.424
C 1.476 1.929 1.134
C 2.951 1.801 1.526
N 3.708 0.976 0.590
C 3.909 1.633 -0.690
C 4.986 0.598 1.166
C -1.496 -0.744 -1.156
C -0.687 -1.820 -0.688
C -1.227 -2.950 -0.058
H -2.044 -5.137 1.111
H -0.610 -6.049 0.624
H -0.621 -5.188 2.159
H 1.624 -4.536 0.755
H 3.548 -3.317 0.169
H 3.342 -1.562 0.088
H 3.383 -2.527 -1.397
H 2.212 -0.523 -1.572
H -1.223 2.216 -2.757
H -2.709 1.270 -2.553
H -4.154 2.666 -1.441
H -3.726 3.128 0.228
H -2.966 1.123 1.788
H -3.747 -1.131 2.528
H -5.299 -2.398 1.029
H -5.354 0.597 -1.728
H 0.251 2.705 -1.386
H 0.846 4.004 1.164
H 1.946 3.613 -0.174
H 1.227 1.087 0.487
H 0.853 1.841 2.025
H 3.401 2.803 1.634
H 3.013 1.306 2.498
H 4.513 0.988 -1.329
H 2.954 1.803 -1.181
H 4.431 2.597 -0.588
H 5.620 1.466 1.401
H 4.817 0.035 2.083
H 5.524 -0.038 0.463
H -2.565 -0.831 -1.030
H -2.301 -3.028 0.031
*
```

Properties
SMILES string: Cc1cc(C)c2[nH]c(=O)c(CN(Cc3cccnc3)C(=S)NCCCN(C)C)cc2c1

## b
DFT (ωB97M-V with the def2-TZVPD basis set) results for one molecule with the formula C24H31N5OS.

ORCA input file:
```
! RIJCOSX wB97M-V def2-TZVPD def2/J DEFGRID3
* xyz 0 1
C 4.083 -1.496 1.400
N 4.237 -1.301 -0.016
C 5.405 -0.995 -0.639
C 5.195 -0.970 -1.990
C 3.838 -1.280 -2.197
C 3.272 -1.486 -0.962
C 1.852 -1.806 -0.612
C 1.203 -0.628 0.025
N 0.934 -0.545 1.304
N 0.447 0.674 1.560
C 0.416 1.323 0.432
S -0.100 2.985 0.235
C -1.929 2.763 0.161
C -2.326 1.362 0.594
O -2.616 0.543 -0.267
N -2.332 1.085 1.903
C -1.950 2.004 2.952
C -3.186 2.613 3.624
C -3.718 1.798 4.809
C -3.590 0.277 4.667
C -3.904 -0.267 3.273
C -2.701 -0.249 2.328
N 0.895 0.548 -0.588
C 1.002 0.934 -1.970
C -0.273 0.601 -2.764
C -0.389 -0.872 -3.034
C -1.241 -1.662 -2.274
C -1.307 -3.028 -2.494
C -0.523 -3.614 -3.474
C 0.321 -2.830 -4.243
C 0.386 -1.465 -4.024
H 3.137 -1.080 1.747
H 4.101 -2.562 1.646
H 4.904 -1.005 1.920
H 6.300 -0.815 -0.076
H 5.923 -0.755 -2.746
H 3.338 -1.371 -3.142
H 1.801 -2.629 0.104
H 1.320 -2.092 -1.518
H -2.370 3.546 0.773
H -2.227 2.895 -0.880
H -1.313 2.786 2.542
H -1.344 1.454 3.673
H -2.947 3.617 3.977
H -3.966 2.714 2.866
H -3.185 2.094 5.715
H -4.769 2.058 4.954
H -2.581 -0.038 4.942
H -4.270 -0.179 5.390
H -4.218 -1.309 3.366
H -4.731 0.286 2.827
H -1.834 -0.711 2.813
H -2.936 -0.814 1.424
H 1.869 0.426 -2.400
H 1.174 2.015 -1.989
H -1.146 0.932 -2.199
H -0.232 1.153 -3.705
H -1.853 -1.202 -1.513
H -1.971 -3.636 -1.898
H -0.572 -4.680 -3.643
H 0.928 -3.282 -5.014
H 1.040 -0.853 -4.630
*
```

Properties
SMILES string: Cn1cccc1Cc1nnc(SCC(=O)N2CCCCCC2)n1CCc1ccccc1

So which one is most stable? That would be a, about 0.850 eV below the next structure.

## a
DFT (ωB97M-V with the def2-TZVPD basis set) results for C14H17FN4O2 as an isolated structure.

ORCA input file:
```
! RIJCOSX wB97M-V def2-TZVPD def2/J DEFGRID3
* xyz 0 1
C -0.087 5.057 1.225
O -1.095 5.799 0.326
C -1.863 4.992 -0.491
C -0.952 4.325 -1.748
N -0.293 3.033 -1.590
C -0.620 1.797 -1.698
O -1.528 1.580 -2.293
C 0.045 0.716 -1.163
C -0.037 -0.675 -1.305
N 1.100 -1.075 -0.683
N 1.752 -0.143 0.115
N 1.149 0.881 -0.309
C 1.452 -2.508 -0.630
C 0.711 -3.066 0.813
C 1.174 -4.230 1.343
C 0.776 -4.867 2.467
C -0.516 -4.364 2.681
C -1.105 -3.344 2.150
C -0.666 -2.594 1.176
H -0.926 -1.846 0.718
H -2.256 -3.050 2.430
H -1.012 -4.944 3.794
H 1.127 -5.635 3.052
F 2.654 -4.623 1.148
C 1.024 -3.347 -1.627
H 1.760 -2.726 -2.536
H 0.323 -3.450 -2.098
H 1.659 -4.232 -1.432
H 2.677 -2.492 -0.124
H -0.594 -1.140 -1.861
H 0.535 3.120 -0.741
H -0.317 4.979 -2.085
H -1.609 4.072 -2.482
H -2.518 5.439 -1.052
H -2.204 3.955 -0.052
H -0.652 4.156 1.827
H 0.606 4.692 0.617
H 0.327 5.755 2.119
*
```

## b
DFT (ωB97M-V with the def2-TZVPD basis set) results for one molecule with the formula C14H17FN4O2.

ORCA input file:
```
! RIJCOSX wB97M-V def2-TZVPD def2/J DEFGRID3
* xyz 0 1
C 1.228 4.159 1.687
O 0.623 3.613 0.540
C -0.327 2.615 0.837
C 0.271 1.332 1.414
O -0.190 0.815 2.416
N 1.353 0.822 0.785
C 1.849 1.202 -0.517
C 2.048 -0.048 -1.398
C 1.166 -1.217 -0.952
N -0.232 -0.889 -1.120
N -0.669 0.320 -1.472
N -1.935 0.348 -1.538
C -2.416 -0.885 -1.225
C -3.717 -1.382 -1.159
C -3.829 -2.708 -0.825
F -5.059 -3.260 -0.746
C -2.735 -3.545 -0.566
C -1.450 -3.062 -0.626
C -1.300 -1.717 -0.951
C 1.463 -1.600 0.512
C 1.963 -0.383 1.300
H 1.920 4.923 1.337
H 0.482 4.615 2.348
H 1.778 3.399 2.254
H -0.844 2.388 -0.100
H -1.063 2.978 1.568
H 2.808 1.724 -0.401
H 1.145 1.882 -0.988
H 1.820 0.206 -2.432
H 3.083 -0.389 -1.351
H 1.365 -2.083 -1.599
H -4.576 -0.766 -1.360
H -2.928 -4.577 -0.319
H -0.602 -3.701 -0.434
H 2.212 -2.392 0.543
H 0.550 -1.977 0.975
H 3.049 -0.280 1.208
H 1.698 -0.477 2.354
*
```

Properties
SMILES string: COCC(=O)N1CCC(n2nnc3cc(F)ccc32)CC1

So which one is most stable? That would be b, about 14.432 eV below the next structure.

## a
DFT (ωB97M-V with the def2-TZVPD basis set) results for one molecule with the formula C8H7NO3.

ORCA input file:
```
! RIJCOSX wB97M-V def2-TZVPD def2/J DEFGRID3
* xyz 0 1
C -0.550 -1.926 -1.144
C -1.674 -1.241 -0.719
C 0.487 -1.394 -0.265
C -0.112 -0.767 0.853
C -0.405 1.277 -0.553
C -1.530 0.921 0.386
C 2.449 -0.220 0.006
C 0.805 1.617 0.157
N -1.455 -0.554 0.460
O -0.540 1.093 -1.758
O 1.827 -1.366 -0.510
O 1.979 1.047 -0.404
H -0.332 -2.782 -1.870
H -2.738 -1.076 -0.965
H -1.379 1.325 1.488
H -2.560 1.232 -0.120
H 2.467 -0.397 1.049
H 3.391 -0.252 -0.436
H 0.799 1.580 1.274
*
```

## b
DFT (ωB97M-V with the def2-TZVPD basis set) results for one molecule with the formula C8H7NO3.

ORCA input file:
```
! RIJCOSX wB97M-V def2-TZVPD def2/J DEFGRID3
* xyz 0 1
O -3.083 -2.622 0.501
N -2.667 -2.409 -0.579
O -1.749 -1.446 -0.717
C -1.071 -0.709 0.441
C -1.851 0.432 0.854
C -1.554 1.596 0.240
C -0.435 1.913 -0.566
C 0.480 0.905 -0.737
C 0.282 -0.376 -0.137
C 1.280 -1.245 0.140
C 2.622 -1.842 -0.119
O 1.485 -2.455 0.519
H -1.004 -1.521 1.136
H -2.760 0.650 1.454
H -2.203 2.421 0.353
H -0.402 2.898 -0.934
H 1.406 1.109 -1.232
H 2.719 -2.257 -1.142
H 3.419 -1.587 0.527
*
```

Properties
SMILES string: O=NO[C@@H]1C=CC=C/C1=C1\CO1

So which one is most stable? That would be b, about 0.827 eV below the next structure.